Computed, not measured: a cluster of 2 separate species, C11H18 in total at a distorted geometry, with ωB97M-V with the def2-TZVPD basis set.

Last column: Mulliken spin population.
CARTESIAN COORDINATES (ANGSTROEM)
C  0.73550  -1.06680  -1.89074  0.02
C  -1.38360  0.00763  -1.05152  0.10
C  2.89718  0.76077  1.16613  0.00
C  -2.43181  -0.06134  -0.17629  0.06
C  1.84590  2.49444  -0.30322  0.00
C  1.06353  2.19979  2.03402  0.00
C  -1.00586  -2.42553  -0.67537  0.19
C  -0.55872  -1.14791  -1.18461  0.24
C  -2.70584  -1.27265  0.49064  0.29
C  -2.01140  -2.45045  0.27576  -0.01
C  1.56806  1.47190  0.78762  0.00
H  1.73238  3.03746  2.22542  0.00
H  -3.44338  -1.27379  1.28773  0.01
H  3.41959  1.40895  1.90219  0.00
H  0.69589  -1.71007  -2.79246  0.04
H  -0.40323  -3.30486  -0.84552  0.00
H  2.22921  2.08839  -1.24917  0.00
H  2.53784  3.24463  0.07366  0.00
H  0.78106  0.76769  0.51605  0.01
H  0.97948  1.56922  2.93205  0.00
H  1.57218  -1.37664  -1.26581  0.03
H  -2.18094  -3.29057  0.94508  0.00
H  2.64408  -0.22704  1.49385  0.00
H  0.90718  -0.00130  -2.12519  -0.01
H  3.52754  0.71955  0.26887  0.00
H  -2.86478  0.88367  0.11784  0.00
H  0.07334  2.62011  1.82934  0.00
H  0.95060  3.04922  -0.59178  0.00
H  -1.20254  1.00183  -1.41565  0.01

Force components x, y, z for each atom (eV/Å):
-0.205 1.045 -0.129
-0.749 -0.328 1.150
-0.500 1.208 -0.960
0.895 0.377 -0.319
-0.656 0.177 -0.532
-0.611 0.125 -0.192
-0.202 0.281 1.424
-0.262 -0.310 -1.134
-0.914 0.422 1.207
1.163 -0.388 -0.729
0.909 0.373 0.793
0.023 0.011 0.292
-0.098 0.090 -0.164
-0.229 -0.839 -0.232
0.145 0.288 0.320
0.087 -0.036 -0.206
0.185 -0.149 0.364
0.253 -0.038 -0.069
0.110 -0.309 -0.371
0.182 0.107 -0.346
0.023 -0.359 0.081
-0.138 -0.093 -0.559
0.445 -0.548 0.662
0.126 -0.640 -0.325
0.032 -0.308 0.266
-0.637 -0.233 -0.012
0.009 0.077 0.160
-0.189 0.058 0.140
0.805 -0.061 -0.581

Multiplicity = 2
Net charge = +1
Relative energy (zero: lowest compared OMol25 entry of this formula, charge and spin) = 46.5 kJ/mol
Expectation value of S² = 0.767
Kohn-Sham gap (spin up / spin down) = 9.560 / 5.766 eV

---

Computed, not measured: a structure of composition C11H18AsBrN at a distorted geometry, with ωB97M-V with the def2-TZVPD basis set.

Last column: Mulliken charge in e.
CARTESIAN COORDINATES (ANGSTROEM)
Br  -5.24041  -0.42249  -0.29052  -0.29
As  -0.70094  -2.64138  -1.36698  -0.66
N  4.47713  2.36741  2.44942  -0.56
C  -1.73467  -1.62141  -2.78297  -0.88
C  2.91306  3.11743  4.12837  -0.28
C  0.84575  -1.31171  -1.37142  -0.85
C  4.19845  2.92798  3.64669  -0.26
C  1.84601  2.71160  3.33389  -0.43
C  -4.01518  -1.76344  -1.21971  -0.43
C  0.34739  0.15235  -0.79854  0.28
C  3.42077  1.98178  1.70120  -0.22
C  2.10087  2.13269  2.09493  0.08
C  -0.19896  1.45861  -0.61831  -0.69
C  -3.08941  -0.87591  -2.24000  -0.45
H  -1.88667  -3.66567  -1.33406  0.13
H  3.67139  1.53215  0.74447  0.42
H  -3.76413  -0.66163  -3.20079  0.26
H  -4.76225  -2.49057  -1.79119  0.33
H  -3.43693  -2.29292  -0.35108  0.26
H  -2.91499  0.16534  -1.73534  0.28
H  1.31546  -1.23363  -2.44588  0.32
H  -0.87081  2.40455  -0.34613  0.30
H  2.74793  3.57081  5.09917  0.35
H  0.82429  2.84502  3.67731  0.36
H  1.29130  1.80639  1.45198  0.12
H  -1.32404  -1.77699  -0.20914  0.03
H  5.06434  3.23104  4.22811  0.33
H  -1.94065  -2.26751  -3.76514  0.36
H  0.00409  -3.41408  -2.54230  0.09
H  -1.00427  -0.75204  -3.15089  0.25
H  0.08767  -3.53450  -0.33378  0.14
H  1.72840  -1.67924  -0.66137  0.32

Force components x, y, z for each atom (eV/Å):
0.398 -0.738 -0.362
-0.558 -0.780 0.080
-0.864 0.168 0.387
-0.432 2.270 -1.652
-0.117 -0.065 -0.153
2.398 2.867 0.844
0.232 -0.377 -0.801
0.074 -0.022 -0.064
0.266 -0.423 -0.670
-3.537 8.040 -0.111
0.802 0.211 0.397
-0.186 0.138 0.306
2.870 -8.483 -0.982
-0.844 -0.120 -0.878
-0.297 -0.383 0.042
-0.121 0.031 0.069
1.211 -0.311 2.115
1.813 1.541 1.366
-1.172 1.116 -1.927
0.066 -2.167 -0.893
-0.984 0.328 1.972
1.934 -2.821 -0.642
0.043 -0.027 -0.059
0.100 -0.033 -0.051
0.124 -0.046 -0.028
-0.255 0.084 0.151
-0.064 -0.004 0.008
0.253 1.086 2.271
0.263 -0.175 -0.323
-1.618 -1.619 0.647
0.159 -0.044 0.273
-1.956 0.758 -1.332

Net charge = -1
Kohn-Sham gap = 6.610 eV

---

Computed, not measured: a structure of composition C11H18BCl3F4GeN4Rh at a distorted geometry, with ωB97M-V with the def2-TZVPD basis set.

Last column: Mulliken spin population.
CARTESIAN COORDINATES (ANGSTROEM)
Rh  0.67523  0.53942  -0.15507  0.03
Ge  2.99469  0.28136  3.10694  0.53
Cl  1.84492  1.53158  4.33359  0.12
Cl  4.86347  -0.19249  3.93265  0.18
Cl  2.55161  1.68779  0.66346  0.08
F  2.12174  -1.52055  3.55943  0.03
F  1.22065  -0.70828  1.68488  0.11
F  -0.20721  -1.25513  3.41762  0.00
F  0.80912  -2.91666  2.15725  0.00
N  -0.52430  1.75847  -1.12633  0.00
N  -1.14289  0.53077  1.06902  -0.01
N  -0.05077  -1.36621  -0.51456  0.00
N  1.26733  0.29948  -2.28109  0.00
C  -1.83686  1.81971  0.91168  0.00
C  0.75064  -0.99914  -2.78982  0.00
C  -1.94269  -0.67997  0.71521  0.00
C  -1.40064  4.23562  -1.94597  0.00
C  -1.40801  2.45823  -0.36072  0.00
C  -1.52221  -1.24737  -0.61649  0.00
C  -0.51726  3.51730  -2.73178  0.00
C  0.85590  1.45845  -3.08908  -0.01
C  0.70831  -1.94352  -1.65746  0.00
C  -1.85838  3.69581  -0.75678  0.00
C  -0.09093  2.28605  -2.30323  0.01
B  0.93126  -1.69381  2.77059  -0.07
H  -1.77252  -0.60182  -1.45368  0.00
H  1.71609  2.05005  -3.39462  0.00
H  0.36797  1.11395  -4.00004  0.00
H  2.28055  0.28647  -2.20847  0.00
H  -2.91629  1.67299  0.90905  0.00
H  0.28004  -2.90363  -1.94966  0.00
H  -1.78890  -1.40368  1.51033  0.00
H  -2.01537  -2.20716  -0.77340  0.00
H  -2.55589  4.23780  -0.12942  0.00
H  -3.00429  -0.44561  0.67798  0.00
H  -0.15038  3.91892  -3.66943  0.00
H  1.37284  -1.38316  -3.59600  0.00
H  -1.72648  5.22064  -2.25768  0.00
H  1.72192  -2.13383  -1.30165  0.00
H  0.16525  -1.92259  0.31598  0.00
H  -0.80416  0.43200  2.02220  0.00
H  -0.24357  -0.83353  -3.20376  0.00
H  -1.60499  2.47448  1.75026  0.00

Force components x, y, z for each atom (eV/Å):
-1.844 -1.911 -0.475
0.698 0.242 -0.320
-0.389 0.229 0.315
0.388 -0.051 0.210
-0.077 0.918 -0.251
-0.302 -0.365 0.204
0.144 -0.251 -0.008
0.777 -0.180 -0.392
0.182 0.703 0.402
0.312 1.196 -0.223
0.956 0.090 0.643
-0.525 0.481 -0.996
1.246 0.000 0.715
0.102 -0.013 0.050
-0.138 0.598 -0.323
-0.236 0.229 0.009
-0.072 0.241 -0.040
0.214 -0.158 -0.484
0.136 -0.349 0.033
-0.161 0.160 -0.197
0.185 -0.056 0.028
-0.091 -0.851 0.651
-0.190 0.040 -0.055
-0.391 -0.114 0.470
-0.924 -0.449 -0.194
-0.026 0.102 -0.012
0.099 0.016 0.055
0.009 0.007 -0.121
0.104 -0.178 -0.335
-0.098 0.016 0.045
-0.031 -0.047 0.021
0.009 -0.165 0.039
0.113 -0.152 -0.031
0.033 -0.044 -0.029
-0.065 0.117 0.188
-0.019 -0.047 0.067
0.071 0.011 -0.070
0.001 -0.046 0.018
-0.004 -0.078 0.124
0.072 0.058 -0.019
-0.324 -0.042 0.198
-0.040 0.104 0.014
0.097 -0.012 0.072

Multiplicity = 2
Net charge = +2
Relative energy (zero: lowest compared OMol25 entry of this formula, charge and spin) = 0.0 kJ/mol
Expectation value of S² = 0.755
Kohn-Sham gap (spin up / spin down) = 6.316 / 7.829 eV

---

The highest net charge belongs to which entry? C11H18BCl3F4GeN4Rh